This record from the OMol25 dataset describes a 2-piece molecular cluster, C4H5O2S overall in a non-equilibrium geometry. The level of theory is ωB97M-V/def2-TZVPD.

Values from the calculation:
LUMO level (spin up / spin down): 3.6 / 1.2 eV
relative energy (zero: lowest compared OMol25 entry of this formula, charge and spin): 0.00 kcal per mole
M: 117.149 g/mol
E: -703.845177 Ha
expectation value of S²: 2.02
highest occupied orbital energy (spin up / spin down): -2.44 / -4.41 eV

```
! wB97M-V def2-TZVPD RIJCOSX def2/J DEFGRID3
* xyz -1 3
C -2.366 2.227 -0.003
C -1.535 1.401 -0.373
C -0.037 -1.309 0.366
C 0.350 -0.229 -0.515
O 2.234 0.384 1.259
O 2.510 -0.616 -0.979
S 1.940 0.570 -0.184
H -3.018 2.967 0.278
H -0.192 -1.018 1.467
H -0.831 -1.951 -0.052
H 0.780 -2.085 0.364
H 0.166 -0.340 -1.629
*
```

Which charges does Löwdin predict for the atoms? In e, they are: -0.20 -0.21 -0.23 -0.46 -0.47 -0.43 0.80 -0.11 0.10 0.07 0.07 0.07